The following is a DFT calculation (ωB97M-V with the def2-TZVPD basis set) of C2N4O in the gas phase.

The geometry in ORCA input format:
```
! RIJCOSX wB97M-V def2-TZVPD def2/J DEFGRID3
* xyz 0 1
N 0.9875 -0.4572 0.5126
C -1.3650 -0.8541 0.1368
N -0.1593 1.1511 -0.5348
O 1.2048 1.4286 -0.5134
N -2.2384 -1.4983 0.3619
N 1.8269 0.2116 0.0615
C -0.2563 0.0183 -0.0247
*
```

Its calculated total energy is -10077.454 eV. Its frontier orbital gap is 11.34 eV. Its SMILES is N#Cc1nnon1. As for the largest force on an atom: 5.79 eV Å⁻¹. As for the LUMO energy: -0.8 eV.